DFT (ωB97M-V with the def2-TZVPD basis set) results for a single C3H3NOS molecule.

```
9
C3H3NOS, DFT ωB97M-V with the def2-TZVPD basis set
C 1.10 -2.12 1.02
C 0.54 -1.06 0.92
C -0.20 0.11 0.70
O -1.05 0.48 1.40
N -0.05 0.83 -0.79
S -0.79 2.19 -1.42
H 1.66 -3.07 0.83
H 0.82 0.81 -1.31
H -2.02 1.82 -1.34
```

Summary:
HOMO ... -8.5 eV
Energy above the lowest of the compared OMol25 structures with the same formula, charge and spin ... 76.4 kcal per mole
M ... 101.130 u
SMILES ... C#CC(=O)NS
Multiplicity ... 1

---

DFT (ωB97M-V with the def2-TZVPD basis set) results for a single C23H25BrN2OS molecule.

```
53
C23H25BrN2OS, DFT ωB97M-V with the def2-TZVPD basis set
Br 2.55 -0.16 1.99
C 0.65 -0.07 1.99
C -0.11 -1.25 2.05
C -1.50 -1.16 2.25
C -2.13 0.08 2.46
S -3.88 0.23 2.74
C -1.38 1.24 2.18
C 0.01 1.17 1.98
H 0.39 -2.21 1.97
H -2.11 -2.06 2.20
H -1.90 2.18 2.07
H 0.59 2.08 1.86
C -6.72 -1.12 7.23
N -5.91 -2.32 7.20
C -4.76 -2.53 6.52
C -4.02 -1.46 5.79
C -4.73 -0.41 5.15
C -4.02 0.71 4.51
C -4.73 2.07 4.69
C -4.10 3.17 5.28
C -4.75 4.41 5.35
C -6.06 4.55 4.88
C -6.74 3.42 4.41
C -6.08 2.18 4.34
O -2.75 -1.45 5.78
N -4.37 -3.81 6.83
C -3.16 -4.55 6.35
C -3.22 -5.99 6.83
C -1.91 -3.92 6.94
C -3.12 -4.52 4.83
C -5.31 -4.37 7.67
C -6.28 -3.46 7.88
H -7.37 -1.18 8.11
H -6.09 -0.22 7.32
H -7.36 -1.03 6.34
H -5.77 -0.55 4.92
H -2.99 0.77 4.90
H -3.10 3.02 5.70
H -4.21 5.26 5.77
H -6.54 5.53 4.90
H -7.77 3.51 4.08
H -6.65 1.29 4.04
H -4.11 -6.51 6.47
H -2.34 -6.52 6.45
H -3.19 -6.05 7.93
H -1.78 -2.90 6.57
H -1.98 -3.90 8.03
H -1.04 -4.52 6.66
H -2.98 -3.51 4.46
H -2.28 -5.14 4.49
H -4.04 -4.94 4.42
H -5.23 -5.37 8.05
H -7.18 -3.51 8.47
```

Summary:
HOMO ... -6.5 eV
M ... 457.437 u
Multiplicity ... 1

---

DFT (ωB97M-V with the def2-TZVPD basis set) results for a 2-piece molecular cluster, C4H5Cl3N2O overall.

```
15
C4H5Cl3N2O, DFT ωB97M-V with the def2-TZVPD basis set
O 0.03 -0.98 0.56
C 0.54 0.11 0.74
C 1.93 0.63 0.68
C 1.81 2.06 1.05
N 0.63 2.29 1.49
N -0.18 1.29 1.20
H 2.59 0.41 -0.13
H 2.49 0.27 1.58
H 2.49 2.85 0.99
H -1.10 1.25 1.50
Cl -3.88 -2.47 -1.52
C -2.17 -2.07 -1.84
Cl -2.04 -0.45 -2.57
Cl -1.52 -3.24 -2.88
H -1.63 -1.92 -0.84
```

Summary:
HOMO ... -9.3 eV
Energy above the lowest of the compared OMol25 structures with the same formula, charge and spin ... 6.0 kcal per mole
M ... 203.456 u
SMILES ... O=C1CC=NN1.ClC(Cl)Cl
Multiplicity ... 1

---

DFT (ωB97M-V with the def2-TZVPD basis set) results for a 2-piece molecular cluster, C2H6O3 overall.

```
11
C2H6O3, DFT ωB97M-V with the def2-TZVPD basis set
C 0.00 0.00 0.00
C -1.36 -0.09 0.67
O -2.03 -1.11 0.59
O -1.68 0.97 1.44
H 0.08 0.98 -0.50
H 0.20 -0.79 -0.74
H 0.77 -0.06 0.79
H -0.98 1.66 1.29
O -5.00 -4.86 0.48
H -4.41 -4.10 0.72
H -4.75 -5.08 -0.45
```

Summary:
HOMO ... -10.6 eV
Energy above the lowest of the compared OMol25 structures with the same formula, charge and spin ... 15.9 kcal per mole
M ... 78.067 u
SMILES ... CC(=O)O.O
Multiplicity ... 1

---

DFT (ωB97M-V with the def2-TZVPD basis set) results for C17H39BCl2NbO9S as an isolated structure.

```
70
C17H39BCl2NbO9S, DFT ωB97M-V with the def2-TZVPD basis set
C 2.66 4.50 1.21
C 2.90 3.00 1.40
C 3.29 2.29 0.10
C 2.10 1.53 -0.50
O 1.64 0.59 0.44
Nb 0.08 -0.64 -0.13
C -1.58 -2.11 -0.65
C -3.03 -1.67 -0.42
C -3.50 -1.77 1.03
C -4.82 -1.01 1.14
S -5.31 -0.70 2.83
O -5.45 -1.94 3.52
O -6.44 0.17 2.87
Cl -3.74 0.32 3.66
C -1.39 0.85 0.85
O -0.78 2.16 0.92
O -1.78 3.14 0.63
C 0.22 -1.65 1.88
C 1.15 -2.82 2.10
C 1.22 -3.15 3.60
Cl 0.54 -4.33 1.32
O -0.07 0.38 -1.91
C -1.32 0.47 -2.55
C -1.19 1.40 -3.78
C -0.30 2.58 -3.49
O -2.52 1.89 -4.06
B 1.49 -2.16 -1.22
O 1.12 -2.50 -2.54
O 2.65 -2.80 -0.77
C 3.74 -1.98 -0.42
C 4.38 -1.25 -1.59
H 3.28 4.90 0.42
H 2.90 5.04 2.11
H 1.62 4.71 0.95
H 3.71 2.88 2.11
H 2.00 2.56 1.83
H 3.54 3.06 -0.63
H 4.14 1.63 0.21
H 2.46 1.08 -1.42
H 1.35 2.29 -0.70
H -1.44 -2.36 -1.70
H -1.45 -3.04 -0.12
H -3.30 -0.71 -0.84
H -3.67 -2.39 -0.95
H -3.66 -2.82 1.26
H -2.81 -1.30 1.73
H -5.64 -1.55 0.68
H -4.67 -0.03 0.71
H -1.56 0.56 1.89
H -2.35 0.97 0.36
H -1.68 3.26 -0.32
H -0.77 -1.97 2.17
H 0.49 -0.88 2.60
H 2.17 -2.63 1.82
H 0.20 -3.19 3.99
H 1.68 -4.12 3.74
H 1.75 -2.36 4.11
H -1.65 -0.48 -2.94
H -2.08 0.94 -1.93
H -0.89 0.83 -4.65
H 0.74 2.38 -3.73
H -0.61 3.41 -4.11
H -0.41 2.90 -2.46
H -2.68 2.59 -3.41
H 1.58 -1.89 -3.14
H 3.53 -1.30 0.40
H 4.51 -2.64 -0.03
H 4.99 -1.93 -2.17
H 5.06 -0.52 -1.16
H 3.67 -0.68 -2.18
```

Summary:
Charge ... -1
HOMO ... -4.4 eV
M ... 594.181 u
Multiplicity ... 1

---

DFT (ωB97M-V with the def2-TZVPD basis set) results for a 11-piece molecular cluster, C5H32N2O11 overall.

```
50
C5H32N2O11, DFT ωB97M-V with the def2-TZVPD basis set
C -1.03 3.46 1.19
N -0.74 2.28 2.05
C 0.72 2.07 2.29
C 1.37 1.39 1.12
N 0.82 0.01 0.98
C 1.10 -0.96 1.89
C 2.31 -0.82 2.76
O 0.49 -2.04 1.84
H -1.57 3.14 0.30
H -0.26 4.14 0.84
H -1.76 4.00 1.79
H -1.17 2.46 2.95
H 0.62 1.48 3.21
H 1.14 3.02 2.63
H 2.44 1.20 1.13
H 1.28 1.83 0.14
H -0.01 0.04 0.39
H 2.12 -0.21 3.65
H 3.07 -0.22 2.27
H 2.70 -1.78 3.10
O -1.40 0.62 -0.98
H -1.95 -0.16 -0.84
H -1.70 1.40 -0.51
O -3.27 -0.76 0.49
H -3.73 -0.05 0.94
H -3.74 -1.59 0.37
O 2.43 -2.03 -2.49
H 2.71 -2.77 -1.95
H 1.87 -1.50 -1.91
O -3.05 -0.02 3.02
H -2.69 -0.77 2.52
H -2.16 0.38 3.08
O 2.69 0.50 -3.69
H 3.06 -0.31 -4.05
H 1.81 0.32 -3.35
O 1.03 2.36 -1.95
H 0.68 2.54 -2.83
H 1.93 2.07 -2.06
O -2.40 -3.54 1.00
H -1.97 -4.40 1.05
H -1.79 -2.94 1.44
O -0.03 -2.71 -0.72
H -0.96 -2.46 -0.71
H 0.25 -2.40 0.16
O 0.00 -2.11 -3.56
H 0.93 -2.35 -3.61
H -0.54 -2.40 -2.83
O -0.43 0.56 -4.19
H -0.76 0.06 -3.44
H -0.45 -0.07 -4.91
```

Summary:
HOMO ... -9.8 eV
Energy above the lowest of the compared OMol25 structures with the same formula, charge and spin ... 69.9 kcal per mole
M ... 296.314 u
SMILES ... CNCCNC(C)=O.O.O.O.O.O.O.O.O.O.O
Multiplicity ... 1